No. 1
Molecular formula: C4H6N2O
Method: DFT, the ωB97M-V functional and the def2-TZVPD basis

Structure (ORCA input):
```
! RIJCOSX wB97M-V def2-TZVPD def2/J DEFGRID3
* xyz 0 1
H -3.066 1.204 -0.691
N -2.132 0.806 -0.685
C -2.016 -0.023 0.260
O -0.900 -0.732 0.510
C 0.233 -0.522 -0.333
C 1.360 0.036 0.539
C 2.611 0.184 -0.212
N 3.591 0.287 -0.819
H -2.775 -0.290 1.000
H -0.021 0.167 -1.139
H 0.515 -1.495 -0.747
H 1.064 1.013 0.933
H 1.535 -0.635 1.386
*
```

Results
- gap between HOMO and LUMO (hartree) = 0.41782
- SMILES string = [H]/N=C/OCCC#N
- HOMO (Ha) = -0.392
- strongest force on any atom (eV/A) = 1.2
- E_LUMO (eV) = 0.71
- DFT total energy (hartree) = -340.7450
- energy relative to the best compared isomer or geometry (same formula, charge and spin) (eV) = 1.358

***

No. 2
Molecular formula: C4H6N2O
Method: DFT, the ωB97M-V functional and the def2-TZVPD basis

Structure (ORCA input):
```
! RIJCOSX wB97M-V def2-TZVPD def2/J DEFGRID3
* xyz 0 1
C 1.292 0.829 1.710
O 0.885 -0.551 1.603
C 0.175 -0.874 0.182
N 1.406 -1.162 0.271
N -0.431 -0.287 -2.508
C -1.336 -0.254 -1.605
C -1.066 -0.549 -0.207
H 0.982 1.144 2.708
H 2.376 0.877 1.594
H 0.786 1.421 0.943
H -0.827 -0.026 -3.411
H -2.384 0.008 -1.809
H -1.860 -0.578 0.530
*
```

Results
- gap between HOMO and LUMO (hartree) = 0.33783
- HOMO (Ha) = -0.305
- strongest force on any atom (eV/A) = 0.6
- E_LUMO (eV) = 0.89
- DFT total energy (hartree) = -340.5723
- energy relative to the best compared isomer or geometry (same formula, charge and spin) (eV) = 6.057

***

No. 3
Molecular formula: C4H6N2O
Method: DFT, the ωB97M-V functional and the def2-TZVPD basis

Structure (ORCA input):
```
! RIJCOSX wB97M-V def2-TZVPD def2/J DEFGRID3
* xyz 0 1
H -2.763 0.072 0.709
N -1.757 0.212 0.728
C -1.145 -0.685 0.078
C -1.808 -1.776 -0.648
N -2.385 -2.599 -1.222
O 0.180 -0.775 -0.052
C 0.966 0.302 0.512
C 1.243 1.341 -0.556
H 0.417 0.723 1.359
H 1.892 -0.170 0.856
H 0.307 1.775 -0.921
H 1.854 2.149 -0.139
H 1.787 0.898 -1.397
*
```

Results
- gap between HOMO and LUMO (hartree) = 0.42110
- SMILES string = [H]/N=C(\C#N)OCC
- HOMO (Ha) = -0.400
- strongest force on any atom (eV/A) = 1.2
- E_LUMO (eV) = 0.58
- DFT total energy (hartree) = -340.7402
- energy relative to the best compared isomer or geometry (same formula, charge and spin) (eV) = 1.487

***

No. 4
Molecular formula: C4H6N2O
Method: DFT, the ωB97M-V functional and the def2-TZVPD basis

Structure (ORCA input):
```
! RIJCOSX wB97M-V def2-TZVPD def2/J DEFGRID3
* xyz 0 1
C -0.293 -0.275 0.496
C -1.286 -1.254 -0.002
C 0.256 0.742 -0.462
N 0.959 1.825 0.136
C 1.348 -0.742 -0.041
O -0.294 0.890 -1.581
N 2.242 -1.479 0.003
H -0.378 0.056 1.532
H 0.517 2.423 0.826
H 1.612 2.280 -0.492
H -1.433 -2.071 0.711
H -2.239 -0.726 -0.152
H -1.011 -1.670 -0.974
*
```

Results
- gap between HOMO and LUMO (hartree) = 0.33288
- HOMO (Ha) = -0.356
- strongest force on any atom (eV/A) = 7.1
- E_LUMO (eV) = -0.63
- DFT total energy (hartree) = -340.6609
- energy relative to the best compared isomer or geometry (same formula, charge and spin) (eV) = 3.647

***

No. 5
Molecular formula: C4H6N2O
Method: DFT, the ωB97M-V functional and the def2-TZVPD basis

Structure (ORCA input):
```
! RIJCOSX wB97M-V def2-TZVPD def2/J DEFGRID3
* xyz 0 1
H -2.629 1.399 -0.625
N -2.222 0.566 -0.248
C -0.944 0.367 -0.282
C 0.340 1.019 -0.269
C 1.205 0.079 0.249
O 2.502 0.213 0.570
N 0.628 -1.127 0.526
C -0.750 -1.083 -0.009
H 0.548 2.078 -0.354
H 2.787 1.114 0.357
H 1.206 -1.949 0.640
H -1.876 -1.004 0.378
H -0.795 -1.670 -0.932
*
```

Results
- gap between HOMO and LUMO (hartree) = 0.31609
- SMILES string = [H]/N=C1\C=C(O)NC1
- HOMO (Ha) = -0.295
- strongest force on any atom (eV/A) = 3.3
- E_LUMO (eV) = 0.56
- DFT total energy (hartree) = -340.6905
- energy relative to the best compared isomer or geometry (same formula, charge and spin) (eV) = 2.841

***

No. 6
Molecular formula: C4H6N2O
Method: DFT, the ωB97M-V functional and the def2-TZVPD basis

Structure (ORCA input):
```
! RIJCOSX wB97M-V def2-TZVPD def2/J DEFGRID3
* xyz 0 1
N -2.575 0.520 -1.147
C -1.752 0.214 -0.327
O -1.154 -0.732 0.381
C 0.159 -1.152 -0.031
C 1.264 -0.287 0.585
C 1.576 0.916 -0.193
N 1.843 1.843 -0.832
H -1.847 1.488 -0.307
H -1.127 1.414 0.376
H 0.218 -1.172 -1.123
H 0.244 -2.171 0.351
H 0.972 0.001 1.601
H 2.180 -0.882 0.665
*
```

Results
- gap between HOMO and LUMO (hartree) = 0.36158
- HOMO (Ha) = -0.344
- strongest force on any atom (eV/A) = 1.3
- E_LUMO (eV) = 0.47
- DFT total energy (hartree) = -340.5694
- energy relative to the best compared isomer or geometry (same formula, charge and spin) (eV) = 6.135

***

No. 7
Molecular formula: C4H6N2O
Method: DFT, the ωB97M-V functional and the def2-TZVPD basis

Structure (ORCA input):
```
! RIJCOSX wB97M-V def2-TZVPD def2/J DEFGRID3
* xyz 0 1
N -2.186 -0.414 0.327
C -0.856 -0.045 0.068
C -0.186 1.147 0.099
C 1.252 0.870 -0.120
C 1.312 -0.561 -0.211
O 2.469 -1.121 -0.013
N 0.065 -1.112 -0.179
H -2.651 -0.816 -0.492
H -2.729 0.386 0.648
H -0.671 2.116 0.165
H 1.785 1.445 -0.880
H 2.518 0.158 0.430
H -0.121 -2.054 0.156
*
```

Results
- gap between HOMO and LUMO (hartree) = 0.30855
- HOMO (Ha) = -0.279
- strongest force on any atom (eV/A) = 1.0
- E_LUMO (eV) = 0.82
- DFT total energy (hartree) = -340.6644
- energy relative to the best compared isomer or geometry (same formula, charge and spin) (eV) = 3.551

***

No. 8
Molecular formula: C4H6N2O
Method: DFT, the ωB97M-V functional and the def2-TZVPD basis

Structure (ORCA input):
```
! RIJCOSX wB97M-V def2-TZVPD def2/J DEFGRID3
* xyz 0 1
N -2.242 0.451 -0.341
C -0.881 0.112 -0.178
C -0.451 -1.189 -0.193
N 0.897 -1.186 0.025
C 1.344 0.086 0.196
O 2.682 0.192 0.422
C 0.275 0.946 0.084
H -2.528 0.992 -1.152
H -2.809 0.628 0.472
H -0.965 -2.142 -0.149
H 1.447 -2.022 0.048
H 2.950 1.113 0.525
H 0.283 2.019 0.243
*
```

Results
- gap between HOMO and LUMO (hartree) = 0.31055
- SMILES string = Nc1c[nH]c(O)c1
- HOMO (Ha) = -0.281
- strongest force on any atom (eV/A) = 0.6
- E_LUMO (eV) = 0.81
- DFT total energy (hartree) = -340.7520
- energy relative to the best compared isomer or geometry (same formula, charge and spin) (eV) = 1.167

***

No. 9
Molecular formula: C4H6N2O
Method: DFT, the ωB97M-V functional and the def2-TZVPD basis

Structure (ORCA input):
```
! RIJCOSX wB97M-V def2-TZVPD def2/J DEFGRID3
* xyz 0 1
N 1.644 -1.348 -0.992
C 0.986 -0.482 -0.357
O 1.446 0.511 0.464
C 0.279 1.341 0.445
C -0.385 0.611 -0.708
C -1.598 -0.114 -0.341
N -0.486 -0.995 0.117
H 2.637 -1.125 -0.973
H -0.208 1.326 1.431
H 0.540 2.364 0.163
H -2.195 -0.538 -1.151
H -2.197 0.249 0.495
H -0.467 -1.782 -0.535
*
```

Results
- gap between HOMO and LUMO (hartree) = 0.33001
- HOMO (Ha) = -0.319
- strongest force on any atom (eV/A) = 0.4
- E_LUMO (eV) = 0.31
- DFT total energy (hartree) = -340.5774
- energy relative to the best compared isomer or geometry (same formula, charge and spin) (eV) = 5.919

***

No. 10
Molecular formula: C4H6N2O
Method: DFT, the ωB97M-V functional and the def2-TZVPD basis

Structure (ORCA input):
```
! RIJCOSX wB97M-V def2-TZVPD def2/J DEFGRID3
* xyz 0 3
C 1.957 -0.101 0.009
C 1.119 0.881 0.061
C -0.662 -0.961 -0.024
C -2.113 -0.969 0.061
N 0.245 -1.791 0.010
N 0.948 2.218 0.057
O 1.546 -1.478 -0.051
H 3.031 -0.179 0.095
H -2.536 -0.807 -0.931
H -2.484 -1.919 0.453
H -2.452 -0.161 0.711
H 0.012 2.543 0.253
H 1.390 2.725 -0.703
*
```

Results
- gap between HOMO and LUMO (alpha / beta) (hartree) = 0.25341 / 0.26871
- HOMO (alpha / beta) (Ha) = -0.225 / -0.310
- strongest force on any atom (eV/A) = 2.1
- E_LUMO (alpha / beta) (eV) = 0.77 / -1.13
- DFT total energy (hartree) = -340.5023
- energy relative to the best compared isomer or geometry (same formula, charge and spin) (eV) = 2.628
- expectation value of S² = 2.010

***

No. 11
Molecular formula: C4H6N2O2
Method: DFT, the ωB97M-V functional and the def2-TZVPD basis

Structure (ORCA input):
```
! RIJCOSX wB97M-V def2-TZVPD def2/J DEFGRID3
* xyz 0 1
C -1.281 -1.586 -0.286
N 0.057 -1.108 -0.025
C 0.302 0.117 0.461
C -0.209 1.831 0.358
C 1.211 1.885 0.271
O -0.516 0.723 1.322
O 0.967 -1.552 -1.014
N 1.640 0.642 0.434
H 1.793 -1.086 -0.786
H -0.999 2.550 0.251
H 1.860 2.719 0.038
H -1.684 -1.135 -1.197
H -1.238 -2.668 -0.396
H -1.904 -1.333 0.569
*
```

Results
- gap between HOMO and LUMO (hartree) = 0.28481
- HOMO (Ha) = -0.276
- strongest force on any atom (eV/A) = 2.4
- E_LUMO (eV) = 0.24
- DFT total energy (hartree) = -415.8074
- energy relative to the best compared isomer or geometry (same formula, charge and spin) (eV) = 6.345

***

No. 12
Molecular formula: C4H6N2O2
Method: DFT, the ωB97M-V functional and the def2-TZVPD basis

Structure (ORCA input):
```
! RIJCOSX wB97M-V def2-TZVPD def2/J DEFGRID3
* xyz 0 1
H 2.810 0.910 -0.294
N 2.658 -0.151 -0.504
C 1.422 -0.355 -0.242
C 0.255 0.862 -0.225
C -0.867 -0.134 0.359
C -2.250 0.135 -0.024
O -2.714 -0.622 -0.843
O -0.634 -1.456 -0.041
N 0.875 -1.613 -0.127
H 0.125 1.452 -1.252
H 0.562 1.622 0.417
H -0.869 0.353 1.485
H -2.704 0.944 0.597
H 1.332 -1.948 0.695
*
```

Results
- gap between HOMO and LUMO (hartree) = 0.38134
- SMILES string = [H]/N=C1\C[C@@H](C=O)ON1
- HOMO (Ha) = -0.365
- strongest force on any atom (eV/A) = 4.4
- E_LUMO (eV) = 0.45
- DFT total energy (hartree) = -415.8426
- energy relative to the best compared isomer or geometry (same formula, charge and spin) (eV) = 5.387

***

No. 13
Molecular formula: C4H6N2O2
Method: DFT, the ωB97M-V functional and the def2-TZVPD basis

Structure (ORCA input):
```
! RIJCOSX wB97M-V def2-TZVPD def2/J DEFGRID3
* xyz 0 1
O -0.199 1.981 -0.023
C 1.003 1.697 0.006
N 1.584 0.437 -0.029
C 0.972 -0.848 -0.099
O 1.825 -1.784 0.002
C -0.538 -1.076 -0.233
C -1.619 -0.549 0.618
N -1.605 -0.151 -0.767
H 1.792 2.482 -0.094
H 2.556 0.274 -0.098
H -0.534 -2.138 -0.592
H -2.648 -1.208 0.724
H -1.458 0.147 1.487
H -1.131 0.737 -0.903
*
```

Results
- gap between HOMO and LUMO (hartree) = 0.36523
- SMILES string = O=CNC(=O)[C@H]1CN1
- HOMO (Ha) = -0.363
- strongest force on any atom (eV/A) = 4.4
- E_LUMO (eV) = 0.07
- DFT total energy (hartree) = -415.9510
- energy relative to the best compared isomer or geometry (same formula, charge and spin) (eV) = 2.438

***

No. 14
Molecular formula: C4H6N2O2
Method: DFT, the ωB97M-V functional and the def2-TZVPD basis

Structure (ORCA input):
```
! RIJCOSX wB97M-V def2-TZVPD def2/J DEFGRID3
* xyz 0 1
H 0.469 -1.092 2.660
N 0.356 -1.634 1.557
C 0.114 -0.450 0.938
N -0.537 0.591 1.500
O -1.010 1.539 0.601
C -0.870 0.957 -0.689
C 0.267 -0.155 -0.633
C 1.381 -0.147 -1.460
O 0.261 -1.110 -1.815
H 0.018 1.069 2.248
H -0.720 1.865 -1.247
H -1.921 0.734 -0.898
H 1.650 0.915 -1.855
H 2.414 -0.852 -1.532
*
```

Results
- gap between HOMO and LUMO (hartree) = 0.34878
- SMILES string = [H]/N=C1\NOC[C@@]12CO2
- HOMO (Ha) = -0.328
- strongest force on any atom (eV/A) = 6.8
- E_LUMO (eV) = 0.58
- DFT total energy (hartree) = -415.7594
- energy relative to the best compared isomer or geometry (same formula, charge and spin) (eV) = 7.653

***

No. 15
Molecular formula: C4H6N2O2
Method: DFT, the ωB97M-V functional and the def2-TZVPD basis

Structure (ORCA input):
```
! RIJCOSX wB97M-V def2-TZVPD def2/J DEFGRID3
* xyz 0 1
H -3.298 0.475 0.047
N -2.680 1.505 0.100
C -1.411 0.933 -0.441
N -0.983 -0.478 -0.274
C 0.409 -0.294 0.494
C 1.531 -1.233 -0.140
C 0.814 0.997 -0.115
O 2.011 1.230 -0.342
O -0.296 1.838 -0.637
H -1.911 -0.778 0.190
H 0.237 -0.234 1.604
H 1.735 -2.317 0.533
H 1.295 -1.150 -1.185
H 2.547 -0.494 0.165
*
```

Results
- gap between HOMO and LUMO (hartree) = 0.35910
- SMILES string = [H]/N=C1\N[C@@H](C)C(=O)O1
- HOMO (Ha) = -0.355
- strongest force on any atom (eV/A) = 8.7
- E_LUMO (eV) = 0.12
- DFT total energy (hartree) = -415.8357
- energy relative to the best compared isomer or geometry (same formula, charge and spin) (eV) = 5.577

***

No. 16
Molecular formula: C4H6N2O2
Method: DFT, the ωB97M-V functional and the def2-TZVPD basis

Structure (ORCA input):
```
! RIJCOSX wB97M-V def2-TZVPD def2/J DEFGRID3
* xyz 0 1
C 3.075 1.078 -0.967
N 2.536 0.667 0.286
C 1.877 -0.268 0.400
N 1.018 -1.163 0.220
C -0.297 -0.753 0.368
O -0.574 0.125 1.002
O -1.272 -1.531 -0.299
C -2.514 -0.855 -0.376
H 2.666 0.419 -1.706
H 2.928 2.130 -1.188
H 4.121 0.975 -0.779
H -2.224 0.037 -0.958
H -2.913 -0.537 0.617
H -3.319 -1.570 -0.910
*
```

Results
- gap between HOMO and LUMO (hartree) = 0.40555
- SMILES string = CN=C=NC(=O)OC
- HOMO (Ha) = -0.377
- strongest force on any atom (eV/A) = 9.4
- E_LUMO (eV) = 0.78
- DFT total energy (hartree) = -415.9341
- energy relative to the best compared isomer or geometry (same formula, charge and spin) (eV) = 2.899

***

No. 17
Molecular formula: C4H6N2O2
Method: DFT, the ωB97M-V functional and the def2-TZVPD basis

Structure (ORCA input):
```
! RIJCOSX wB97M-V def2-TZVPD def2/J DEFGRID3
* xyz 0 1
C -0.686 -1.310 0.138
C -1.196 1.003 -1.924
C 1.386 -0.728 0.705
C -0.837 0.057 0.343
N 0.561 -1.787 0.406
N 0.595 0.589 0.604
O -0.262 1.663 -1.705
O -2.160 0.435 -2.192
H -1.483 -1.979 -0.108
H 1.741 -0.590 1.691
H 2.206 -0.528 0.026
H -1.623 0.731 0.538
H 0.723 1.192 1.576
H 1.033 1.250 -0.098
*
```

Results
- gap between HOMO and LUMO (hartree) = 0.26254
- HOMO (Ha) = -0.252
- strongest force on any atom (eV/A) = 3.7
- E_LUMO (eV) = 0.29
- DFT total energy (hartree) = -415.9235
- energy relative to the best compared isomer or geometry (same formula, charge and spin) (eV) = 3.186

***

No. 18
Molecular formula: C4H6N2O2P
Method: DFT, the ωB97M-V functional and the def2-TZVPD basis

Structure (ORCA input):
```
! RIJCOSX wB97M-V def2-TZVPD def2/J DEFGRID3
* xyz -1 1
C 1.284 -1.508 -0.810
P 1.467 0.343 -1.237
O 2.443 0.807 -0.242
N -0.218 1.005 -0.504
C -0.274 2.301 -0.907
N -1.284 3.017 -0.488
C -2.032 2.112 0.298
C -1.313 0.919 0.332
O -1.934 -0.166 0.990
H 0.687 -1.865 -1.551
H 2.278 -1.953 -0.873
H 0.819 -1.716 0.168
H 0.451 2.683 -1.633
H -2.887 2.318 0.811
H -1.095 -0.816 0.993
*
```

Results
- gap between HOMO and LUMO (hartree) = 0.27256
- SMILES string = CP([O-])n1cncc1O
- HOMO (Ha) = -0.138
- strongest force on any atom (eV/A) = 5.7
- E_LUMO (eV) = 3.66
- DFT total energy (hartree) = -757.4061
- energy relative to the best compared isomer or geometry (same formula, charge and spin) (eV) = 2.911

***

No. 19
Molecular formula: C4H6N2OS
Method: DFT, the ωB97M-V functional and the def2-TZVPD basis

Structure (ORCA input):
```
! RIJCOSX wB97M-V def2-TZVPD def2/J DEFGRID3
* xyz 0 1
O 2.584 2.158 1.410
C 2.765 1.010 1.392
N 3.218 -0.088 1.293
S 2.772 -1.655 0.975
H 4.061 -2.065 0.780
C -0.038 2.560 -1.216
C -0.071 1.149 -1.504
C -0.087 -0.002 -1.857
N -0.133 -1.339 -2.069
H 0.746 3.037 -1.850
H 0.095 2.640 -0.104
H -0.994 3.097 -1.470
H -0.439 -2.025 -1.368
H 0.755 -1.790 -2.355
*
```

Results
- gap between HOMO and LUMO (hartree) = 0.31744
- SMILES string = O=C=NS.CC#CN
- HOMO (Ha) = -0.306
- strongest force on any atom (eV/A) = 2.5
- E_LUMO (eV) = 0.32
- DFT total energy (hartree) = -738.8513
- energy relative to the best compared isomer or geometry (same formula, charge and spin) (eV) = 4.173